[1]
Molecular formula: C17H16FeN7S
Method: DFT, the ωB97M-V functional and the def2-TZVPD basis

Structure (ORCA input):
```
! RIJCOSX wB97M-V def2-TZVPD def2/J DEFGRID3
* xyz 1 5
Fe -0.48703 0.00157 -0.02669
N -5.03097 -1.33444 0.45258
C -3.79399 -0.86052 0.12751
S -2.67988 -1.81537 -0.87420
N -3.42328 0.30638 0.58137
N -2.33075 0.85834 0.06352
C -2.26634 2.18710 -0.13850
C -1.08745 2.72157 -0.75396
C -0.80380 4.11456 -0.81627
C 0.48705 4.52331 -1.03809
C 1.44419 3.55156 -1.38747
C 1.03349 2.22044 -1.52799
N -0.18125 1.77676 -1.15410
H -5.30584 -2.23718 0.07937
H -5.75178 -0.73071 0.82675
H -3.04569 2.82649 0.22707
H -1.60974 4.84055 -0.65444
H 0.76250 5.54870 -0.86955
H 2.51049 3.76653 -1.28919
H 1.78206 1.45947 -1.79604
N 2.07816 -2.11485 0.27265
C 2.38944 -0.76993 0.42161
C 3.76432 -0.43461 0.43067
C 4.14378 0.90038 0.49293
C 3.17246 1.87916 0.66176
C 1.85894 1.50464 0.80620
N 1.44101 0.22380 0.56578
C 0.78661 -2.69306 0.26448
C 0.72223 -4.10440 0.32966
C -0.51452 -4.75915 0.33790
C -1.66697 -4.01749 0.26645
C -1.59362 -2.55398 0.41806
N -0.29019 -1.93668 0.20804
H 2.88253 -2.76010 0.27919
H 4.50015 -1.21990 0.28544
H 5.16972 1.20171 0.37650
H 3.42393 2.92839 0.49134
H 1.06893 2.24920 0.95063
H 1.62215 -4.70041 0.43787
H -0.56742 -5.83627 0.27380
H -2.61051 -4.48832 0.01390
H -2.00309 -2.22322 1.38346
*
```

Calculated values
- F_max (eV/Å) = 3.896
- HOMO (spin up / spin down) (eV) = -9.0 / -9.0
- orbital gap (spin up / spin down) (eV) = 4.665 / 4.488
- E (hartree) = -2702.33774

Results of the Mulliken charge analysis, in e, for atoms 1 through 8:
1. Fe 0.15
2. N -0.39
3. C 0.53
4. S -0.26
5. N -1.18
6. N 0.72
7. C -0.35
8. C 0.93

[2]
Molecular formula: C14H12B2CoF9N4O4Se
Method: DFT, the ωB97M-V functional and the def2-TZVPD basis

Structure (ORCA input):
```
! RIJCOSX wB97M-V def2-TZVPD def2/J DEFGRID3
* xyz 1 2
Co 0.11977 0.03680 0.38460
C -4.00587 0.04845 0.80992
C -2.52902 0.13738 0.92954
N -1.71939 0.16108 -0.06965
O -2.20686 0.04720 -1.30742
B -1.22509 0.35146 -2.40409
F -1.86015 0.20672 -3.57869
F -0.71757 1.65887 -2.17832
O -0.05626 -0.60400 -2.40463
N 0.69508 -0.58100 -1.30386
C 1.83325 -1.18012 -1.29781
C 2.41875 -1.88479 -2.46569
C 2.54071 -1.08056 0.01079
N 1.88527 -0.41224 0.89298
O 2.38321 -0.26682 2.12607
B 1.60232 0.68314 3.00587
F 2.24408 0.75260 4.18524
F 1.51311 1.93074 2.32900
O 0.20220 0.20837 3.24606
N -0.55559 0.24340 2.14329
C -1.83487 0.18942 2.24927
C -2.56680 0.14870 3.53931
C 3.87127 -1.69796 0.24292
H -4.28923 -0.21162 -0.20499
H -4.45532 1.01188 1.06310
H -4.40173 -0.69045 1.50643
H 1.75238 -1.82037 -3.31958
H 2.59652 -2.93428 -2.22418
H 3.38306 -1.44192 -2.72243
H -1.90476 0.41851 4.35641
H -2.94916 -0.85891 3.71941
H -3.42194 0.82379 3.51084
H 4.57853 -1.37270 -0.52209
H 3.79347 -2.78464 0.16852
H 4.24500 -1.43786 1.22817
F 6.52469 3.63545 -0.07311
C 5.24299 3.39607 -0.12343
C 4.77251 2.38328 -0.96308
F 5.62418 1.68578 -1.69297
C 3.42475 2.13626 -1.01633
F 2.97156 1.19469 -1.83023
C 2.52025 2.87041 -0.23088
Se 0.72250 2.49923 -0.18827
C 3.02148 3.90738 0.58361
F 2.19167 4.63088 1.29978
C 4.37188 4.16450 0.64635
F 4.84995 5.12026 1.41499
*
```

Calculated values
- F_max (eV/Å) = 0.571
- HOMO (spin up / spin down) (eV) = -12.7 / -12.7
- orbital gap (spin up / spin down) (eV) = 5.139 / 5.855
- E (hartree) = -5793.28224

Results of the Mulliken charge analysis, in e, for atoms 1 through 8:
1. Co -1.51
2. C -1.57
3. C 0.66
4. N 0.57
5. O -0.43
6. B 0.84
7. F -0.33
8. F -0.41

[3]
Molecular formula: C4H7N3
Method: DFT, the ωB97M-V functional and the def2-TZVPD basis

Structure (ORCA input):
```
! RIJCOSX wB97M-V def2-TZVPD def2/J DEFGRID3
* xyz 0 1
C -1.32047 0.70061 -0.73382
C -1.19554 -0.94653 0.87096
N -0.33214 0.12889 0.24977
C 1.04392 -0.24360 -0.32203
N 1.26814 -1.43928 -0.63960
C 2.03640 0.82170 -0.40784
N 2.82679 1.66559 -0.49330
H -0.90080 1.51409 -1.32872
H -2.18419 1.01945 -0.14248
H -1.67679 -0.12907 -1.34718
H -1.04533 -1.78794 0.18540
H -0.83145 -1.17276 1.87250
H -0.11321 0.86694 0.92643
H 2.21397 -1.57979 -1.00149
*
```

Calculated values
- F_max (eV/Å) = 1.285
- HOMO (eV) = -6.7
- ΔE to the lowest compared entry with this formula, charge and spin (kJ/mol) = 445.7
- orbital gap (eV) = 6.107
- E (hartree) = -320.71355

Results of the Mulliken charge analysis, in e, for atoms 1 through 8:
1. C -0.95
2. C -0.91
3. N -0.04
4. C 0.51
5. N -0.48
6. C 0.07
7. N -0.36
8. H 0.33

[4]
Molecular formula: C6H9NO3
Method: DFT, the ωB97M-V functional and the def2-TZVPD basis

Structure (ORCA input):
```
! RIJCOSX wB97M-V def2-TZVPD def2/J DEFGRID3
* xyz 0 1
O 4.13973 -1.77273 -0.20740
C 3.16974 -1.15775 -0.08486
C 2.09493 -0.44499 -0.06092
C 2.27541 1.06311 0.23103
O 1.32902 1.79284 0.39395
O 3.53464 1.50094 0.20637
H 1.19023 -0.84624 -0.25784
H 3.47924 2.43415 0.61502
C -1.95976 1.14089 -0.52417
C -1.95385 -0.39568 -0.40483
C -2.19929 -1.00318 0.89744
N -1.45007 -1.04223 -1.41801
H -2.59031 1.52916 0.26380
H -1.98000 1.30322 -1.59386
H -0.98311 1.58838 -0.43567
H -3.04524 -1.77159 0.67406
H -2.41267 -0.27811 1.64024
H -1.34551 -1.64339 1.32294
H -1.29313 -1.99681 -1.25727
*
```

Calculated values
- F_max (eV/Å) = 4.792
- HOMO (eV) = -9.7
- ΔE to the lowest compared entry with this formula, charge and spin (kJ/mol) = 192.6
- SMILES string = O=C=CC(=O)O.CC(C)=N
- orbital gap (eV) = 10.210
- E (hartree) = -514.43951

Results of the Mulliken charge analysis, in e, for atoms 1 through 8:
1. O -0.34
2. C 0.68
3. C -0.88
4. C 0.63
5. O -0.56
6. O -0.47
7. H 0.54
8. H 0.37

[5]
Molecular formula: C29H33BCoFN7O3S3Te
Method: DFT, the ωB97M-V functional and the def2-TZVPD basis

Structure (ORCA input):
```
! RIJCOSX wB97M-V def2-TZVPD def2/J DEFGRID3
* xyz 0 4
Co 0.70010 0.29639 -0.36683
F 4.95390 5.08283 -0.65419
C 3.63875 5.13957 -0.28585
C 2.81284 4.09267 -0.58507
C 1.43743 4.16815 -0.23914
C 0.59171 3.05118 -0.42782
O 1.01879 1.99814 -1.05171
C -0.73684 3.14311 0.12328
C -1.20406 4.33516 0.54361
N -0.44849 5.49207 0.53323
C -1.20560 6.71745 0.41003
C -1.01239 7.95355 1.24032
C -0.69253 7.96422 -0.23675
C 0.93476 5.37958 0.32496
C 1.82234 6.37533 0.68162
C 3.19918 6.27054 0.38759
N 4.06168 7.35580 0.76284
C 5.32611 6.99190 1.36804
C 5.90614 8.21192 2.06398
N 6.10086 9.27362 1.01606
C 4.79447 9.62935 0.36317
C 4.23267 8.36501 -0.26565
C -1.62730 1.94243 0.26314
O -2.78133 2.09254 0.66442
O -1.14218 0.78861 -0.03480
H 3.18504 3.19954 -1.06673
H -2.21891 4.41834 0.90837
H -2.23537 6.47899 0.18651
H -0.20097 7.99165 1.95233
H -1.90497 8.46688 1.57194
H 0.34431 7.99034 -0.53640
H -1.35723 8.49033 -0.90794
H 1.49844 7.25992 1.20893
H 6.06250 6.61443 0.64022
H 5.15362 6.20299 2.09809
H 6.86735 8.00406 2.53104
H 5.20708 8.60279 2.80042
H 6.71371 8.88368 0.29480
H 6.55659 10.09811 1.40385
H 4.97027 10.41872 -0.36551
H 4.12757 9.98548 1.14586
H 4.90228 8.02980 -1.07908
H 3.26288 8.58830 -0.70680
C -1.56592 -2.01713 -2.56396
N -0.14340 -2.27904 -2.68756
C 0.52640 -2.59296 -3.84568
C 1.82578 -2.74171 -3.50789
N 1.95710 -2.52313 -2.15632
B 3.40426 -2.59011 -1.52036
N 3.34788 -2.47405 0.02215
C 3.48662 -3.50897 0.91441
C 3.40694 -3.00819 2.16589
N 3.21910 -1.64859 2.03076
C 3.00101 -0.69333 3.09578
C 3.18312 -1.33888 0.71583
S 2.95055 0.25549 0.11373
C 0.74275 -2.24088 -1.65942
S 0.24022 -1.92983 -0.03127
H -2.03037 -2.15484 -3.53747
H -1.74084 -1.00016 -2.21356
H -2.01943 -2.70020 -1.84738
H 0.02412 -2.67102 -4.79286
H 2.68074 -2.97430 -4.11691
H 3.86169 -3.67414 -1.79614
H 4.04862 -1.67547 -1.96142
H 3.62245 -4.52134 0.58045
H 3.45498 -3.48790 3.12658
H 3.15624 -1.18953 4.05076
H 1.98501 -0.30243 3.04271
H 3.69088 0.14148 2.99308
Te -3.56932 -0.69997 0.42485
C -4.54694 -2.58356 0.32940
C -4.04227 -3.83659 0.54876
C -4.98973 -4.88085 0.35502
C -6.21610 -4.41423 -0.00127
S -6.20687 -2.70036 -0.13058
H -3.01861 -4.00206 0.85878
H -4.76525 -5.93034 0.48708
H -7.12293 -4.96786 -0.18477
*
```

Calculated values
- F_max (eV/Å) = 0.592
- HOMO (spin up / spin down) (eV) = -4.5 / -6.1
- orbital gap (spin up / spin down) (eV) = 3.061 / 4.652
- E (hartree) = -4703.91078

Results of the Mulliken charge analysis, in e, for atoms 1 through 8:
1. Co 0.31
2. F -0.38
3. C 0.54
4. C -1.15
5. C 0.80
6. C 1.44
7. O -1.27
8. C -0.52

[6]
Molecular formula: C54H134N10O2
Method: DFT, the ωB97M-V functional and the def2-TZVPD basis

Structure (ORCA input):
```
! RIJCOSX wB97M-V def2-TZVPD def2/J DEFGRID3
* xyz 0 1
C -1.14373 5.36052 6.74669
C -2.20165 5.19846 5.66616
N -1.92717 5.90200 4.43512
C -3.01610 5.79949 3.47325
C -4.29020 6.50445 3.89312
C -0.63993 5.59850 3.83141
C -0.40792 4.11715 3.47177
H -1.12192 6.40675 7.05982
H -0.13784 5.14855 6.38508
H -1.35201 4.68608 7.57337
H -2.40534 4.12071 5.50658
H -3.14387 5.57968 6.06279
H -2.70068 6.25604 2.53076
H -3.21825 4.73738 3.23463
H -4.64256 6.22105 4.88454
H -4.14468 7.58601 3.93511
H -5.08672 6.30039 3.17545
H 0.15458 5.91231 4.51082
H -0.49795 6.18400 2.92110
H 0.60224 3.97232 3.09488
H -1.14793 3.85325 2.71291
H -0.54641 3.44880 4.32141
C -3.96358 -1.18592 6.39787
C -4.95575 -0.08767 6.06632
N -4.68146 0.46449 4.75070
C -3.49080 1.29149 4.63764
C -2.94691 1.20512 3.22678
C -5.82626 0.96986 4.01384
C -6.26695 0.01522 2.90688
H -2.96520 -0.85468 6.69079
H -3.86029 -1.85004 5.54166
H -4.31941 -1.74031 7.27370
H -5.95472 -0.52474 6.00212
H -4.99739 0.65767 6.87916
H -3.72131 2.34500 4.86826
H -2.74226 0.90842 5.32921
H -1.95960 1.66313 3.12508
H -2.86322 0.16749 2.89547
H -3.59538 1.66805 2.47971
H -5.56693 1.92962 3.56241
H -6.67312 1.13915 4.69176
H -5.48321 -0.00548 2.14629
H -7.20662 0.25658 2.40135
H -6.42462 -0.98312 3.32240
C -5.54889 -1.30941 -2.99255
C -4.45848 -2.35466 -2.76895
N -3.49626 -1.94603 -1.75621
C -2.18654 -2.56979 -1.95755
C -1.41782 -2.00788 -3.14858
C -4.01074 -2.18565 -0.42370
C -3.16728 -1.56436 0.68199
H -5.16911 -0.28857 -3.03213
H -6.25572 -1.32594 -2.15791
H -6.13671 -1.50318 -3.89082
H -4.98683 -3.27417 -2.46511
H -3.93676 -2.55206 -3.70273
H -1.57356 -2.35331 -1.08311
H -2.30558 -3.66407 -2.03132
H -1.37746 -0.91922 -3.04777
H -0.38005 -2.34630 -3.16611
H -1.91489 -2.28236 -4.07596
H -4.17648 -3.25621 -0.19554
H -4.99084 -1.70811 -0.33616
H -2.15577 -1.95483 0.78347
H -3.64157 -1.71223 1.65783
H -3.15473 -0.47679 0.56627
C 2.98827 2.15091 -4.26506
C 3.61992 1.82898 -5.61600
N 4.31399 0.55400 -5.61216
C 5.52921 0.66679 -4.80028
C 6.42637 -0.55984 -4.84895
C 4.52291 0.03080 -6.94396
C 3.23574 -0.33774 -7.66755
H 3.70872 2.50737 -3.52588
H 2.49622 1.27671 -3.83575
H 2.26421 2.95998 -4.39950
H 2.83095 1.79793 -6.36632
H 4.28300 2.65775 -5.92687
H 5.22839 0.78635 -3.75756
H 6.09539 1.55894 -5.11733
H 7.00783 -0.61565 -5.76892
H 5.80950 -1.46159 -4.82088
H 7.08788 -0.57693 -3.98462
H 5.12578 0.71710 -7.57422
H 5.10348 -0.89064 -6.90077
H 3.48595 -0.85990 -8.59179
H 2.66316 -1.02128 -7.04036
H 2.61322 0.52248 -7.90775
C -4.13708 1.80579 -1.30109
C -3.99763 2.98481 -0.35121
N -5.25328 3.72986 -0.16317
C -4.96239 5.13399 0.12844
C -4.80141 5.93059 -1.15418
C -6.02367 3.07215 0.88065
C -7.42247 3.62145 1.09585
H -4.44437 2.08694 -2.30980
H -4.77467 1.00790 -0.92166
H -3.15344 1.34776 -1.46701
H -3.73407 2.59693 0.64449
H -3.19625 3.63563 -0.69830
H -5.78090 5.54377 0.71633
H -4.04385 5.22356 0.73110
H -4.48144 6.95313 -0.95998
H -4.02466 5.45305 -1.76305
H -5.70103 5.87415 -1.76494
H -5.44927 3.10660 1.82775
H -6.14752 2.01299 0.64262
H -7.93673 3.07711 1.88993
H -8.02746 3.47675 0.19653
H -7.44999 4.68245 1.33664
C -0.21128 -3.59622 -6.06889
C 1.17872 -3.00151 -5.97240
N 2.04515 -3.79780 -5.10572
C 3.22283 -3.06027 -4.70274
C 2.94642 -2.00180 -3.63997
C 2.37343 -5.08073 -5.69332
C 3.00958 -6.05211 -4.68923
H -0.51560 -4.10142 -5.15000
H -0.26019 -4.39480 -6.81684
H -0.98785 -2.89063 -6.36432
H 1.62973 -2.99512 -6.98112
H 1.13449 -1.98052 -5.60131
H 3.94396 -3.74874 -4.26399
H 3.67482 -2.54372 -5.56929
H 3.79854 -1.33813 -3.50401
H 2.08998 -1.38185 -3.92068
H 2.69034 -2.43581 -2.66747
H 2.99416 -4.98974 -6.60048
H 1.43146 -5.55989 -5.97020
H 2.56908 -5.96915 -3.69778
H 4.08758 -5.88466 -4.61228
H 2.90507 -7.08302 -5.03137
C 0.72310 -3.72270 0.43128
C 0.72074 -3.06509 1.79956
N 0.57664 -4.01521 2.90559
C 1.62620 -5.01042 2.93846
C 1.27837 -6.21269 3.79395
C 0.38271 -3.31932 4.17221
C -1.01640 -2.73811 4.30703
H -0.22410 -4.25317 0.27982
H 1.54024 -4.42357 0.29520
H 0.70835 -2.97502 -0.36367
H 1.65011 -2.47787 1.93195
H -0.12306 -2.37623 1.84263
H 1.87068 -5.38156 1.94254
H 2.60132 -4.57569 3.23611
H 2.08012 -6.95475 3.81086
H 1.17584 -5.92448 4.84134
H 0.36916 -6.69827 3.44529
H 1.18130 -2.58022 4.37086
H 0.47707 -4.05974 4.96490
H -1.29817 -2.01522 3.54181
H -1.11746 -2.18244 5.24447
H -1.70642 -3.57992 4.35847
C 5.18293 -3.35415 -1.22080
C 5.77623 -2.02759 -0.77721
N 5.99178 -2.00820 0.67465
C 4.76636 -1.68912 1.38659
C 4.59930 -2.49978 2.67276
C 7.05645 -1.08595 1.06336
C 8.41498 -1.51266 0.57611
H 5.67878 -4.20657 -0.76297
H 5.17694 -3.41982 -2.31348
H 4.11686 -3.42772 -0.96702
H 6.73076 -1.88449 -1.28016
H 5.14047 -1.18872 -1.09872
H 3.89263 -1.91070 0.76051
H 4.65417 -0.61532 1.61977
H 3.62285 -2.28263 3.11380
H 5.39242 -2.27976 3.38588
H 4.58433 -3.56373 2.43512
H 6.81845 -0.05489 0.74992
H 7.08660 -1.05529 2.15725
H 8.61177 -1.19845 -0.45141
H 9.21435 -1.02685 1.14265
H 8.53932 -2.59093 0.65445
C 3.45144 3.25905 1.58676
N 3.51030 2.62950 0.28942
C 2.51512 3.01159 -0.66248
C 4.55760 1.86106 -0.07726
O 4.77785 1.44662 -1.19971
H 3.61794 4.33982 1.51905
H 4.17287 2.82915 2.27722
H 2.45174 3.12773 2.00956
H 2.47934 2.31711 -1.49801
H 1.53470 3.01250 -0.18372
H 2.71655 3.98468 -1.12451
H 5.21409 1.64420 0.78335
C 1.30498 -0.31702 -0.93865
N 0.66400 0.43389 0.12217
C -0.61943 0.99504 -0.21447
C 1.22844 0.55584 1.34010
O 0.74209 1.15068 2.28864
H 2.27345 -0.73835 -0.68093
H 1.57726 0.43954 -1.69342
H 0.60649 -0.98419 -1.44095
H -0.53992 1.58034 -1.13577
H -1.32954 0.17546 -0.34407
H -0.97032 1.65992 0.57235
H 2.21407 0.06057 1.36009
*
```

Calculated values
- F_max (eV/Å) = 1.910
- HOMO (eV) = -8.0
- ΔE to the lowest compared entry with this formula, charge and spin (kJ/mol) = 0.0
- SMILES string = CCN(CC)CC.CCN(CC)CC.CCN(CC)CC.CCN(CC)CC.CCN(CC)CC.CCN(CC)CC.CCN(CC)CC.CCN(CC)CC.CN(C)C=O.CN(C)C=O
- orbital gap (eV) = 8.550
- E (hartree) = -2835.80584

Results of the Mulliken charge analysis, in e, for atoms 1 through 8:
1. C -1.61
2. C 0.50
3. N 0.14
4. C 0.14
5. C -1.39
6. C -1.55
7. C 0.81
8. H 0.36